Entry 1:
The following is a quantum chemistry calculation of one molecule with the formula C7H12INO2 at a distorted geometry, from the OMol25 dataset.

Cartesian coordinates (Å):
C1 -1.0641 -1.4279 -0.8355
C2 -0.1922 -1.3938 0.4249
C3 2.8521 0.6291 0.2670
C4 2.0387 1.4946 1.2539
C5 -1.6601 -0.0417 -1.0457
C6 0.8408 -0.2840 0.4640
C7 -2.7092 0.1566 0.0171
N1 -0.6556 1.0094 -0.8298
O1 1.9506 -0.3318 -0.2607
O2 0.9241 0.5269 1.4869
I1 0.4745 1.4365 -2.3939
H1 -0.4492 -1.7224 -1.7188
H2 -1.7808 -2.0847 -0.6828
H3 -0.7968 -1.1150 1.3124
H4 0.3544 -2.4470 0.4051
H5 3.4513 1.0598 -0.5781
H6 3.4750 0.0318 0.8574
H7 2.4948 1.5754 2.1929
H8 1.6435 2.3641 0.8590
H9 -2.1458 0.1225 -2.1119
H10 -2.3271 -0.1046 0.9771
H11 -3.4561 -0.5586 -0.1548
H12 -3.2629 1.1044 0.0942

Energy relative to the best compared isomer or geometry (same formula, charge and spin) in kcal per mole: 81.3
Largest force on an atom in eV Å⁻¹: 5.29
Charge: 0
Electronic energy in eV: -21135.3355
E_LUMO (alpha / beta) in eV: 0.638 / 0.638

Entry 2:
The following is a quantum chemistry calculation of an isolated ion of composition C10H17N5 and charge +2 at a distorted geometry, from the OMol25 dataset.

Cartesian coordinates (Å):
C1 -4.5352 0.9513 -0.5995
C2 -3.7066 -0.2173 -0.0096
N1 -2.3995 0.1305 -0.5086
C3 -1.1699 0.1305 -0.2637
N2 -0.2851 0.8979 -1.0474
C4 0.8568 1.0508 -1.2434
C5 2.1832 1.3600 -1.6355
C6 3.2189 1.0701 -0.5601
C7 2.9399 0.8446 0.7301
C8 1.5977 0.7497 1.2393
N3 1.1216 1.5754 2.1071
N4 1.0063 -0.3840 0.8684
C9 1.7072 -1.5348 0.3054
C10 1.3253 -2.0173 -1.0624
N5 -0.3894 -0.4316 0.9288
H1 -3.9352 1.7571 -0.7194
H2 -4.9818 0.6905 -1.5360
H3 -5.4006 1.1013 0.0688
H4 -4.0510 -1.1517 -0.3890
H5 -3.8029 -0.3159 0.9920
H6 2.2327 2.3891 -2.0660
H7 2.4035 0.7036 -2.5663
H8 4.2359 0.9915 -0.8427
H9 3.6925 0.7328 1.5274
H10 1.7799 2.4220 2.2475
H11 0.2198 1.6359 2.5081
H12 2.7825 -1.4043 0.2222
H13 1.5533 -2.4530 0.9445
H14 0.2948 -2.3839 -1.1271
H15 1.5234 -1.3659 -1.9720
H16 1.8246 -2.9277 -0.9713
H17 -0.8798 -1.3673 1.2049

Energy relative to the best compared isomer or geometry (same formula, charge and spin) in kcal per mole: 121.7
Largest force on an atom in eV Å⁻¹: 4.57
Charge: +2
Electronic energy in eV: -18074.7710
SMILES: CC/N=C1/[N+]#CC/C=C\C(N)=[N+](/CC)N1
E_LUMO in eV: -8.166

Entry 3:
The following is a quantum chemistry calculation of a 2-piece molecular cluster, C2H3O4S overall at a distorted geometry, from the OMol25 dataset.

Cartesian coordinates (Å):
C1 -0.5661 1.5133 -0.0408
C2 0.2450 0.4160 0.6452
O1 -3.0170 -1.4030 0.4770
O2 -0.3489 2.6322 -0.4422
O3 -3.8785 -0.0554 -1.5165
O4 -4.3182 0.7646 0.9322
S1 -3.5424 -0.0601 -0.0537
H1 -0.1880 0.2892 1.6252
H2 0.1012 -0.5383 0.1720
H3 1.4765 0.5435 0.6920

Energy relative to the best compared isomer or geometry (same formula, charge and spin) in kcal per mole: 73.9
Largest force on an atom in eV Å⁻¹: 3.07
Charge: -1
Electronic energy in eV: -21146.3148
E_LUMO (alpha / beta) in eV: 3.220 / 3.809

Entry 4:
The following is a quantum chemistry calculation of a 2-piece molecular cluster, CH5N2O overall at a distorted geometry, from the OMol25 dataset.

Cartesian coordinates (Å):
O1 -2.4675 0.4111 1.2100
H1 -2.6915 1.1364 1.8079
N1 0.3469 -0.2367 0.5103
C1 0.5986 -0.2596 -0.7724
N2 1.4885 -1.0964 -1.3818
H2 1.0932 -0.4352 1.1543
H3 -0.4341 0.4019 0.7669
H4 0.0081 0.4308 -1.4029
H5 2.0577 -0.3523 -1.8923

Energy relative to the best compared isomer or geometry (same formula, charge and spin) in kcal per mole: 41.2
Largest force on an atom in eV Å⁻¹: 3.57
Charge: -1
Electronic energy in eV: -6144.5106
E_LUMO in eV: 4.471

Entry 5:
The following is a quantum chemistry calculation of one molecule with the formula C8H11NO at a distorted geometry, from the OMol25 dataset.

Cartesian coordinates (Å):
H1 2.5143 -2.0387 0.8780
N1 1.7118 -1.4604 1.0747
C1 1.0436 -1.4265 0.0423
C2 -0.2182 -0.4786 0.0539
C3 -1.4123 -1.5195 0.2257
C4 -0.3018 0.1397 -1.3730
C5 0.2530 1.3167 -1.6126
C6 0.7699 2.1337 -0.5949
C7 0.7052 1.7601 0.6774
C8 -0.2112 0.5780 1.1503
O1 -1.5179 1.0419 1.3419
H2 1.2225 -1.8244 -0.9409
H3 -1.7823 -1.9131 1.1795
H4 -0.9849 -2.5559 -0.1393
H5 -2.2214 -1.1007 -0.3376
H6 -0.6995 -0.7605 -1.9991
H7 0.3605 1.6438 -2.6424
H8 1.1776 3.1272 -0.8832
H9 1.1657 2.3025 1.4409
H10 0.2664 0.0575 2.0418
H11 -1.8411 0.9771 0.4170

Energy relative to the best compared isomer or geometry (same formula, charge and spin) in kcal per mole: 80.3
Largest force on an atom in eV Å⁻¹: 4.55
Charge: 0
Electronic energy in eV: -12008.9183
SMILES: [H]/N=C/[C@]1(C)C=CC=C[C@H]1O
E_LUMO in eV: 0.484

Entry 6:
The following is a quantum chemistry calculation of C7H5IN2O3 as an isolated structure at a distorted geometry, from the OMol25 dataset.

Cartesian coordinates (Å):
C1 0.8009 0.0228 1.7659
C2 0.5836 -1.6076 -1.1282
C3 0.8494 -0.2153 -1.4309
C4 -0.3845 -1.9402 -0.2145
C5 0.4271 0.7699 -0.6824
C6 -1.0550 -0.9279 0.6040
C7 -0.3444 0.3671 1.0104
N1 1.7228 -0.3832 2.3072
N2 0.5660 2.1953 -0.7952
O1 0.6585 2.6434 -1.9386
O2 0.5608 2.8140 0.2643
O3 -1.1667 1.3940 1.2968
I1 -3.0214 -0.4129 -0.2025
H1 1.1716 -2.2321 -1.6099
H2 1.3355 0.0496 -2.3902
H3 -0.7261 -2.9720 -0.1240
H4 -1.2615 -1.6692 1.5469
H5 -0.7163 2.1043 1.7207

Energy relative to the best compared isomer or geometry (same formula, charge and spin) in kcal per mole: 17.7
Largest force on an atom in eV Å⁻¹: 5.75
Charge: 0
Electronic energy in eV: -24556.8043
E_LUMO in eV: -1.392

Entry 7:
The following is a quantum chemistry calculation of one molecule with the formula C5H6O2, from the OMol25 dataset.

Cartesian coordinates (Å):
O1 -0.9104 -1.0466 -1.9796
C1 -0.9264 -1.3332 -0.8081
C2 -0.9776 -0.3099 0.3001
O2 -0.3636 -0.7985 1.5253
C3 0.3000 0.3285 1.7866
C4 1.3339 0.7333 -0.3009
C5 -0.0356 0.9078 0.3975
H1 -0.9328 -2.3848 -0.4510
H2 -2.0294 -0.0735 0.5083
H3 1.9055 0.0471 0.3081
H4 1.8749 1.6820 -0.2916
H5 1.2561 0.3474 -1.3181
H6 -0.4948 1.9004 0.3234

Energy relative to the best compared isomer or geometry (same formula, charge and spin) in kcal per mole: 92.9
Largest force on an atom in eV Å⁻¹: 0.73
Charge: 0
Electronic energy in eV: -9373.0663
E_LUMO in eV: 0.402

Entry 8:
The following is a quantum chemistry calculation of one molecule with the formula C14H18S at a distorted geometry, from the OMol25 dataset.

Cartesian coordinates (Å):
C1 0.4551 2.1203 1.6779
C2 0.6105 0.5335 1.3978
C3 0.6637 -0.1896 2.7852
C4 2.0270 0.1950 0.8755
C5 2.2594 0.5138 -0.5777
C6 1.1971 -0.2296 -1.4256
C7 -0.2178 0.1284 -1.0957
C8 -0.5862 1.4915 -1.5838
C9 -0.4199 -0.0424 0.5132
C10 -1.4297 -0.9116 0.7194
C11 -1.9147 -1.3801 -0.5347
C12 -2.9546 -2.2948 -1.0467
C13 -2.8429 -2.4706 -2.3483
S1 -1.4638 -1.6741 -3.0747
C14 -1.1277 -0.9091 -1.5246
H1 0.3500 2.6152 0.8151
H2 1.2955 2.3458 2.3221
H3 -0.3434 2.2940 2.4019
H4 1.5979 0.1379 3.2967
H5 0.7091 -1.2687 2.7190
H6 -0.2741 0.0240 3.3613
H7 2.1273 -0.8357 1.1528
H8 2.7967 0.7450 1.4127
H9 3.2521 0.2453 -0.7925
H10 2.2720 1.5629 -0.7064
H11 1.3838 0.1642 -2.5164
H12 1.3257 -1.3749 -1.3070
H13 -1.0780 1.5333 -2.5819
H14 0.4071 2.0800 -1.7653
H15 -1.1304 2.1062 -0.8782
H16 -1.6852 -1.2844 1.7539
H17 -3.6351 -2.9348 -0.4700
H18 -3.6264 -3.0361 -2.9750

Energy relative to the best compared isomer or geometry (same formula, charge and spin) in kcal per mole: 0.0
Largest force on an atom in eV Å⁻¹: 5.60
Charge: 0
Electronic energy in eV: -25643.4038
SMILES: CC1(C)CCC[C@]2(C)C1=Cc1ccsc12
E_LUMO in eV: 0.792